Entry 1:
# C4H6N2

An isolated molecule of C4H6N2 in a non-equilibrium geometry (the ωB97M-V functional and the def2-TZVPD basis, the Open Molecules 2025 dataset).

The geometry in XYZ format:
```
12
Properties=species:S:1:pos:R:3
N 0.20230 -1.47789 -0.42653
C -0.17316 -0.17443 0.04995
C 0.32206 1.05891 -0.66594
C 0.94484 0.65472 0.62997
C -1.56744 -0.11216 0.50250
N -2.70825 -0.22085 0.68469
H 0.30935 -2.10405 0.36843
H -0.56053 -1.85344 -0.98454
H -0.34412 1.91855 -0.65096
H 0.86844 0.89041 -1.58465
H 1.90631 0.15281 0.56348
H 0.80018 1.26742 1.51359
```

The energy comes out at -7224.2259 eV. The calculation puts the HOMO energy at -10.26 eV. As for the structure (SMILES): N#CC1(N)CC1. The value obtained for the LUMO energy is 0.941 eV. The orbital gap comes out at 11.20 eV.

***

Entry 2:
# C13H26F3IInO4S

A structure of composition C13H26F3IInO4S in a non-equilibrium geometry (the ωB97M-V functional and the def2-TZVPD basis, the Open Molecules 2025 dataset).

The geometry in XYZ format:
```
49
Properties=species:S:1:pos:R:3
C -3.07718 -2.90847 1.59605
C -2.21464 -1.85356 0.83879
C -3.08895 -1.14422 -0.18735
C -2.51857 0.15255 -0.75720
C -1.53933 -0.12140 -1.92701
In -1.74767 1.58697 0.77245
S -2.38733 3.88511 -0.07684
C -2.97626 1.27523 2.62383
O -2.36777 1.73636 3.88416
C -2.63312 1.00135 4.90889
F -3.91222 0.99778 5.24851
F -2.27678 -0.26373 4.76200
F -1.95591 1.46242 5.95546
C 0.46880 1.67342 1.08901
C 1.18762 0.44796 1.63200
C 0.58379 -0.13358 2.90695
I 1.52190 -1.08203 0.12676
H -3.93218 -3.22043 1.01144
H -3.39193 -2.47610 2.53567
H -2.47246 -3.77324 1.83198
H -1.41107 -2.40789 0.38288
H -1.87028 -1.15997 1.59349
H -4.05783 -0.97811 0.27587
H -3.27368 -1.84152 -1.00763
H -3.36180 0.65884 -1.21691
H -1.20366 -1.15414 -1.92455
H -1.98783 0.10253 -2.88823
H -0.66543 0.50754 -1.80249
H -1.53029 4.06571 -1.09303
H -3.28979 0.24024 2.67261
H -3.88671 1.84954 2.49770
H 0.90953 1.90049 0.12639
H 0.65859 2.49370 1.77093
H 2.19388 0.75137 1.87496
H 0.18185 -1.12069 2.75587
H 1.37852 -0.26629 3.63286
H -0.13664 0.53818 3.35410
C 3.46255 0.83765 -2.69330
O 4.77865 0.84815 -3.26908
C 5.00670 -0.11907 -4.15004
O 4.22953 -0.97152 -4.49602
O 6.26450 0.01389 -4.59763
C 6.64758 -0.96736 -5.55755
H 3.41186 1.67052 -1.99806
H 2.70594 0.97411 -3.46381
H 3.28494 -0.08466 -2.14722
H 6.01750 -0.90693 -6.44362
H 6.59740 -1.96690 -5.12850
H 7.67569 -0.74978 -5.83552
```

The energy comes out at -54356.3618 eV. Its total charge is -1. The calculation puts the HOMO energy at -4.69 eV. The value obtained for the LUMO energy is 2.317 eV. The orbital gap comes out at 7.00 eV.

***

Entry 3:
# C53H54AsFeN4O2PS

A structure of composition C53H54AsFeN4O2PS (the ωB97M-V functional and the def2-TZVPD basis, the Open Molecules 2025 dataset).

The geometry in XYZ format:
```
117
Properties=species:S:1:pos:R:3
Fe -0.42643 -0.06655 -0.08608
C 2.19938 3.13636 1.21134
C 1.60340 1.91306 0.60814
N 0.46531 1.40269 0.93417
N -0.24291 1.88054 2.01045
C -1.04760 0.91064 2.37673
O -1.13480 -0.20165 1.73353
C -1.86610 1.08855 3.59511
C -2.04258 2.35704 4.14131
C -2.82319 2.51860 5.27274
C -3.41860 1.41648 5.87052
C -3.23391 0.14958 5.33618
C -2.46418 -0.01405 4.19689
C 2.34870 1.08766 -0.36250
C 3.59845 1.45682 -0.84883
C 4.27036 0.58422 -1.68797
C 3.66502 -0.61539 -2.03086
C 2.40908 -0.89936 -1.51261
N 1.76802 -0.08997 -0.68177
H 1.52484 3.54143 1.95932
H 2.36887 3.88388 0.43358
H 3.16100 2.91969 1.67698
H -1.56858 3.20579 3.67095
H -2.96721 3.50454 5.69129
H -4.02615 1.54575 6.75585
H -3.69140 -0.70918 5.80801
H -2.30562 -0.99472 3.77660
H 4.03020 2.40584 -0.57326
H 5.24801 0.83914 -2.06960
H 4.14994 -1.32600 -2.68238
H 1.89233 -1.80622 -1.79184
C 0.40996 -2.57414 -4.41545
C 0.14869 -1.25319 -5.12928
C 0.37103 -0.02832 -4.24770
S -0.84081 0.00437 -2.90694
O -0.28789 1.00136 -1.86512
C -2.22862 0.83235 -3.74476
C -2.26175 2.34165 -3.52938
C -1.17743 3.11507 -4.26366
H 0.14300 -3.41836 -5.05060
H -0.17153 -2.66545 -3.49635
H 1.46563 -2.67949 -4.16158
H -0.86110 -1.24015 -5.54737
H 0.82174 -1.15828 -5.98320
H 0.29811 0.90520 -4.80027
H 1.34385 -0.06306 -3.75745
H -3.12638 0.35978 -3.34652
H -2.13059 0.57293 -4.79914
H -2.20656 2.54281 -2.46052
H -3.24936 2.67577 -3.85531
H -0.19556 2.93510 -3.82677
H -1.36954 4.18440 -4.20384
H -1.14205 2.85002 -5.32164
N -7.63742 0.98079 -0.98523
C -6.51423 0.78175 -0.87013
C -5.10815 0.53026 -0.73332
C -4.25337 1.54148 -0.29308
C -2.90252 1.27861 -0.15929
C -2.38159 0.01918 -0.44797
C -3.23977 -0.97541 -0.88932
C -4.59706 -0.72371 -1.04176
H -4.65069 2.51762 -0.05706
H -2.25285 2.08102 0.17475
H -2.86961 -1.95664 -1.14950
H -5.25978 -1.50317 -1.39026
C 1.03180 -3.66346 -0.28890
C 1.07042 -5.02535 0.37973
As 2.27850 -6.23517 -0.59986
C 1.72162 -7.90623 0.24453
C 1.13248 -7.96546 1.50226
C 0.78126 -9.18986 2.05682
C 1.01657 -10.36333 1.36058
C 1.61204 -10.31302 0.10795
C 1.96582 -9.09322 -0.44327
C 1.16814 -6.36334 -2.20554
C 1.71572 -5.97831 -3.42394
C 0.97904 -6.08921 -4.59734
C -0.31407 -6.58314 -4.55628
C -0.87074 -6.96786 -3.34212
C -0.13227 -6.86311 -2.17554
P -0.16407 -2.48569 0.47152
C -1.74482 -3.36909 0.39375
C -2.00539 -4.23876 -0.66650
C -3.26114 -4.80822 -0.81230
C -4.26673 -4.51414 0.09700
C -4.01485 -3.64572 1.14977
C -2.76334 -3.07090 1.29420
C 0.37971 -2.51469 2.20632
C 1.38167 -1.62246 2.58095
C 1.87721 -1.62562 3.87326
C 1.37175 -2.51999 4.80690
C 0.38056 -3.41509 4.43885
C -0.11289 -3.41758 3.14207
H 0.81303 -3.75168 -1.35828
H 2.01297 -3.19022 -0.20217
H 0.08102 -5.48220 0.44001
H 1.46143 -4.93218 1.39507
H 0.94107 -7.06353 2.06876
H 0.32303 -9.22326 3.03606
H 0.74024 -11.31543 1.79189
H 1.80256 -11.22616 -0.43894
H 2.42834 -9.06727 -1.42412
H 2.73479 -5.60968 -3.46258
H 1.42154 -5.80416 -5.54216
H -0.88454 -6.68499 -5.46898
H -1.87392 -7.37154 -3.31117
H -0.56235 -7.19656 -1.23715
H -1.23658 -4.48585 -1.38718
H -3.44880 -5.48343 -1.63508
H -5.24524 -4.95967 -0.01474
H -4.79913 -3.40383 1.85322
H -2.58342 -2.36116 2.08690
H 1.76424 -0.90796 1.86379
H 2.64960 -0.92455 4.15596
H 1.74965 -2.51725 5.81956
H -0.01149 -4.11737 5.16132
H -0.88116 -4.12828 2.86633
```

The energy comes out at -181236.2650 eV. The spin multiplicity is 2. Its total charge is +1. Its expectation value of S² is 1.087. The calculation puts the HOMO energy (spin up / spin down) at -10.56 / -10.56 eV. The value obtained for the LUMO energy (spin up / spin down) is -3.507 / -3.023 eV. The orbital gap (spin up / spin down) comes out at 7.06 / 7.54 eV.

***

Entry 4:
# C61H43N6Y

A structure of composition C61H43N6Y in a non-equilibrium geometry (the ωB97M-V functional and the def2-TZVPD basis, the Open Molecules 2025 dataset).

The geometry in XYZ format:
```
111
Properties=species:S:1:pos:R:3
Y -0.47897 -0.05300 -0.34920
C -5.32029 5.62108 2.27739
C -5.68475 4.32014 2.59168
C -4.91789 3.25364 2.14889
C -3.76947 3.47002 1.38765
C -3.41068 4.78307 1.08232
C -4.18068 5.84913 1.52041
C -2.95602 2.32859 0.88632
C -2.41521 1.44296 1.83657
C -2.54796 1.57306 3.26851
C -1.90626 0.51882 3.82503
C -1.36964 -0.26907 2.74338
C -0.66314 -1.47146 2.91842
C -0.24234 -1.80210 4.30839
C 0.66581 -0.96542 4.95726
C 1.08800 -1.25233 6.24567
C 0.59929 -2.37105 6.90578
C -0.30226 -3.21020 6.26725
C -0.71455 -2.93131 4.97287
C -0.26409 -2.34802 1.89695
N -0.43311 -2.12295 0.56161
C 0.20223 -3.12957 -0.10704
C 0.28727 -3.26255 -1.50239
C 1.16434 -4.35353 -2.02033
C 0.64336 -5.52939 -2.54919
C 1.49236 -6.52161 -3.01916
C 2.86707 -6.34660 -2.96765
C 3.39418 -5.17307 -2.44716
C 2.54637 -4.18208 -1.97669
C -0.31422 -2.42660 -2.45363
C -0.24041 -2.61746 -3.88023
C -0.89961 -1.58127 -4.45133
C -1.37496 -0.73743 -3.37746
N -1.00681 -1.28160 -2.18388
C -2.06561 0.47814 -3.54612
C -2.45717 1.35754 -2.51447
C -3.40808 2.42880 -2.68064
C -3.65103 2.94284 -1.45192
C -2.85398 2.19468 -0.51216
N -2.11985 1.26108 -1.19085
C -2.47738 0.84099 -4.92927
C -3.27659 -0.01813 -5.68494
C -3.69438 0.33750 -6.95772
C -3.32354 1.56018 -7.49806
C -2.51940 2.41839 -6.76277
C -2.09627 2.05985 -5.49249
C 0.77682 -4.04473 0.84580
C 0.48772 -3.56486 2.08155
N -1.68990 0.32145 1.55352
H -5.92819 6.45139 2.61297
H -6.57655 4.13493 3.17701
H -5.22793 2.23967 2.36742
H -2.51659 4.96426 0.49804
H -3.89406 6.86180 1.26629
H -3.05507 2.37169 3.78170
H -1.81299 0.27775 4.87089
H 1.05614 -0.10131 4.43426
H 1.80125 -0.60230 6.73648
H 0.92256 -2.58997 7.91558
H -0.68571 -4.08486 6.77733
H -1.41483 -3.58292 4.46359
H -0.43119 -5.66314 -2.58358
H 1.07757 -7.43576 -3.42492
H 3.52640 -7.12249 -3.33521
H 4.46671 -5.02997 -2.40817
H 2.94945 -3.25917 -1.57636
H 0.25532 -3.43291 -4.38116
H -1.01026 -1.38471 -5.50463
H -3.87316 2.71551 -3.60774
H -4.34486 3.72532 -1.19779
H -3.59212 -0.95951 -5.25340
H -4.31747 -0.34017 -7.52746
H -3.66252 1.84429 -8.48597
H -2.22047 3.37195 -7.17933
H -1.45400 2.72495 -4.92859
H 1.32359 -4.94060 0.59791
H 0.76941 -3.98753 3.03162
N 2.87481 -0.28212 -1.65420
C 3.80307 -0.28226 -2.62383
C 3.14650 -0.01496 -3.80304
C 1.80314 0.13573 -3.42825
N 1.64728 -0.03045 -2.12083
H 2.98363 -0.37428 -0.65074
H 4.84427 -0.46423 -2.41626
H 3.56921 0.06715 -4.78900
H 0.95728 0.34155 -4.06187
C 4.92252 -0.27933 4.66552
C 4.63773 -1.44003 3.96043
C 3.75806 -1.40335 2.89226
C 3.14239 -0.21029 2.49318
C 3.43164 0.94717 3.22215
C 4.31566 0.91099 4.28900
C 2.12979 -0.29716 1.41754
C 1.44848 0.64361 0.72365
C 1.87850 2.04868 0.66367
C 3.20582 2.37999 0.35116
C 3.59245 3.69692 0.17309
C 2.66839 4.72448 0.31216
C 1.35000 4.41893 0.61706
C 0.95625 3.09920 0.77269
H 5.59562 -0.30860 5.51304
H 5.08944 -2.37754 4.26126
H 3.51429 -2.31902 2.36338
H 2.93797 1.87468 2.96846
H 4.53426 1.82094 4.83484
H 1.87050 -1.34273 1.24065
H 3.94406 1.59254 0.25884
H 4.62353 3.92497 -0.06936
H 2.97931 5.75311 0.18044
H 0.62563 5.21761 0.72399
H -0.08018 2.86736 1.00561
```

The energy comes out at -73941.9895 eV. The calculation puts the HOMO energy at -6.86 eV. The value obtained for the LUMO energy is -1.141 eV. The orbital gap comes out at 5.72 eV.